No. 1
One molecule with the formula C35H58O6, computed with ωB97M-V/def2-TZVPD.

Cartesian coordinates (Å):
C 0.19 -1.70 2.35
C 1.60 -1.53 1.86
C 2.22 -0.29 1.92
C 3.51 -0.13 1.42
C 4.22 -1.22 0.91
C 3.60 -2.47 0.83
C 2.29 -2.59 1.28
O 1.62 -3.82 1.12
C 1.03 -4.00 -0.06
O 1.09 -3.21 -0.97
C 0.29 -5.32 -0.10
C -0.56 -5.44 -1.36
C -1.54 -4.31 -1.56
O -2.19 -4.15 -2.56
O -1.63 -3.51 -0.49
C -2.41 -2.33 -0.62
H -2.60 -2.00 0.41
H -3.35 -2.56 -1.13
C -1.66 -1.24 -1.41
O -0.50 -0.81 -0.76
H 0.17 -1.51 -0.82
H -2.31 -0.37 -1.50
H -1.44 -1.63 -2.41
H -1.12 -6.38 -1.35
H 0.08 -5.45 -2.25
H -0.33 -5.39 0.79
H 1.02 -6.13 -0.06
C 4.32 -3.65 0.24
H 4.46 -3.51 -0.83
H 3.76 -4.56 0.41
H 5.30 -3.76 0.70
C 5.63 -1.05 0.41
C 6.16 0.36 0.64
H 6.55 0.45 1.65
H 6.97 0.58 -0.06
C 5.05 1.41 0.48
C 5.57 2.80 0.85
H 5.90 2.81 1.88
H 4.78 3.54 0.73
H 6.41 3.06 0.21
C 4.46 1.40 -0.95
C 3.03 1.96 -1.01
H 2.37 1.31 -0.43
C 2.52 2.00 -2.45
H 2.83 1.09 -2.97
H 2.96 2.85 -2.98
C 0.99 2.08 -2.54
C 0.54 1.87 -3.99
H 0.84 0.89 -4.34
H 0.99 2.62 -4.64
H -0.54 1.94 -4.07
C 0.45 3.42 -2.01
H 0.55 4.17 -2.79
H 1.06 3.75 -1.16
C -1.00 3.36 -1.54
H -1.61 2.86 -2.30
C -1.15 2.63 -0.21
H -0.71 1.64 -0.30
H -0.59 3.17 0.56
C -2.61 2.47 0.25
C -3.20 3.80 0.71
H -4.25 3.69 0.96
H -3.12 4.54 -0.08
H -2.67 4.16 1.59
C -2.66 1.42 1.37
C -4.06 1.05 1.86
H -3.95 0.29 2.64
C -4.95 0.49 0.76
H -4.38 -0.23 0.17
H -5.26 1.30 0.09
C -6.21 -0.22 1.29
C -7.15 0.76 1.99
H -7.44 1.56 1.31
H -6.68 1.20 2.86
H -8.05 0.25 2.31
C -6.94 -0.91 0.14
H -6.29 -1.63 -0.35
H -7.25 -0.18 -0.60
H -7.82 -1.43 0.50
H -5.90 -0.98 2.01
H -4.53 1.92 2.32
H -2.08 1.79 2.22
H -2.16 0.51 1.01
H -3.19 2.10 -0.60
H -1.38 4.38 -1.44
H 0.58 1.27 -1.93
H 3.00 2.95 -0.57
H 5.11 1.99 -1.59
H 4.44 0.39 -1.33
O 4.04 1.12 1.45
H 5.67 -1.31 -0.65
H 6.28 -1.76 0.93
C 1.48 0.90 2.48
H 2.10 1.79 2.39
H 0.55 1.05 1.94
H 1.25 0.74 3.53
H -0.11 -2.74 2.32
H 0.10 -1.34 3.37
H -0.48 -1.12 1.72

Output
* ΔE to the lowest compared entry with this formula, charge and spin: 5.6 kJ/mol
* total energy: -49524.219 eV
* molar mass: 574.8 g/mol
* frontier orbital gap: 8.85 eV
* charge: 0

Results of the natural (NBO) charge analysis, in e, for atoms 1 through 8: number 1, C, carries -0.667; number 2, C, carries 0.052; number 3, C, carries -0.071; number 4, C, carries 0.318; number 5, C, carries -0.086; number 6, C, carries -0.013; number 7, C, carries 0.223; number 8, O, carries -0.501


No. 2
C35H58O7P6Sr as an isolated structure in a non-equilibrium geometry, computed with ωB97M-V/def2-TZVPD.

Cartesian coordinates (Å):
Sr 0.24 0.96 -1.28
C -1.61 4.88 3.68
C -0.52 4.12 4.07
C -0.33 2.86 3.54
C -1.22 2.33 2.60
C -2.32 3.09 2.23
C -2.52 4.36 2.77
P -0.86 0.67 1.90
C -0.91 -0.27 3.48
C 0.01 -1.28 3.72
C 0.00 -2.00 4.91
C -0.94 -1.71 5.89
C -1.85 -0.69 5.67
C -1.84 0.02 4.49
C -2.36 0.24 0.93
C -3.56 -0.11 1.54
C -4.69 -0.37 0.77
C -4.59 -0.28 -0.61
C -3.37 0.03 -1.21
C -2.19 0.28 -0.48
H -1.77 5.87 4.10
H 0.18 4.51 4.80
H 0.51 2.26 3.87
H -3.03 2.69 1.51
H -3.38 4.94 2.46
H 0.76 -1.51 2.97
H 0.73 -2.79 5.07
H -0.95 -2.27 6.82
H -2.58 -0.45 6.44
H -2.54 0.84 4.35
H -3.64 -0.18 2.62
H -5.62 -0.64 1.24
H -5.46 -0.47 -1.23
H -3.33 0.04 -2.30
C 0.83 3.10 -2.59
C -0.64 2.86 -3.17
O -1.00 3.87 -4.12
P -1.54 3.50 -1.67
O -3.10 3.42 -1.86
O -1.20 5.03 -1.83
O -1.04 2.92 -0.40
P -0.18 1.39 -4.32
O -1.60 0.86 -4.86
O 0.53 2.18 -5.36
O 0.53 0.30 -3.56
H 1.28 3.97 -3.04
H 1.45 2.22 -2.79
H 0.78 3.22 -1.50
H -0.46 3.66 -4.91
H -3.44 2.54 -1.59
H -1.20 5.26 -2.78
H -1.63 0.84 -5.82
C 3.95 1.51 -3.62
P 3.65 0.60 -2.06
C 4.56 -0.94 -2.42
C 4.75 1.48 -0.88
C 4.16 2.81 -0.42
P 2.58 2.58 0.51
C 3.20 1.86 2.08
C 2.14 4.28 1.02
H 4.98 1.84 -3.70
H 3.28 2.36 -3.75
H 3.74 0.83 -4.45
H 5.58 -0.76 -2.77
H 4.01 -1.47 -3.20
H 4.59 -1.58 -1.53
H 5.74 1.64 -1.33
H 4.90 0.82 -0.02
H 3.93 3.46 -1.27
H 4.88 3.34 0.21
H 4.16 2.29 2.37
H 3.30 0.78 2.00
H 2.47 2.07 2.86
H 2.82 4.68 1.77
H 1.13 4.25 1.42
H 2.15 4.94 0.15
C -1.59 -3.96 2.19
C -1.36 -4.58 0.80
C -0.34 -5.72 0.91
P -1.13 -3.23 -0.47
C 0.69 -2.95 -0.75
C 1.63 -4.01 -1.34
C 1.28 -2.35 0.52
C -1.77 -3.96 -2.04
C -1.45 -5.41 -2.42
C -1.46 -3.00 -3.20
H -2.42 -4.45 2.71
H -1.82 -2.90 2.14
H -0.70 -4.07 2.82
H -2.31 -5.02 0.47
H 0.61 -5.35 1.30
H -0.15 -6.22 -0.03
H -0.70 -6.46 1.63
H 0.68 -2.14 -1.50
H 1.67 -4.92 -0.74
H 2.64 -3.61 -1.40
H 1.33 -4.29 -2.35
H 1.38 -3.09 1.32
H 0.64 -1.55 0.91
H 2.28 -1.94 0.33
H -2.85 -3.92 -1.87
H -0.41 -5.53 -2.72
H -2.07 -5.71 -3.27
H -1.65 -6.10 -1.61
H -0.42 -3.09 -3.52
H -1.64 -1.96 -2.92
H -2.09 -3.23 -4.06

Output
* ΔE to the lowest compared entry with this formula, charge and spin: 0.0 kJ/mol
* total energy: -108143.683 eV
* molar mass: 864.3 g/mol
* frontier orbital gap: 7.71 eV
* charge: 0

Results of the Mulliken charge analysis, in e, for atoms 1 through 8: number 1, Sr, carries 0.405; number 2, C, carries -0.682; number 3, C, carries -0.757; number 4, C, carries -0.544; number 5, C, carries 0.713; number 6, C, carries -0.527; number 7, C, carries -0.633; number 8, P, carries 1.008


No. 3
A 8-piece molecular cluster, C35H59F9N8O2S overall in a non-equilibrium geometry, computed with ωB97M-V/def2-TZVPD.

Cartesian coordinates (Å):
O -2.57 -5.77 -2.07
C -1.88 -5.44 -3.00
O -2.50 -5.07 -4.21
N -0.48 -5.40 -3.02
C 0.08 -4.46 -2.03
C -0.46 -3.00 -2.12
C -0.04 -2.26 -0.78
C 0.26 -0.74 -1.02
C -1.03 0.16 -1.18
F -1.15 1.11 -0.19
F -2.11 -0.71 -0.95
C -1.27 0.71 -2.63
F -0.98 -0.24 -3.55
F -2.62 0.92 -2.76
S -0.42 2.32 -3.06
F -1.35 3.18 -2.08
F -1.48 2.50 -4.29
F 0.54 1.53 -4.14
F 0.76 2.13 -1.98
F 0.28 3.70 -3.52
H -3.26 -4.50 -4.00
H -0.10 -5.28 -3.95
H 1.18 -4.41 -2.24
H 0.01 -4.82 -0.98
H -0.04 -2.49 -3.01
H -1.57 -2.92 -2.17
H -0.72 -2.47 0.07
H 0.94 -2.73 -0.50
H 0.82 -0.37 -0.14
H 0.90 -0.55 -1.91
C -4.95 -0.47 1.11
C -5.81 -1.44 0.31
C -5.91 -2.82 0.97
C -4.56 -3.43 1.08
N -3.51 -3.90 1.17
H -3.91 -0.81 1.18
H -4.93 0.51 0.62
H -5.34 -0.33 2.12
H -5.39 -1.54 -0.69
H -6.81 -1.03 0.21
H -6.54 -3.48 0.38
H -6.34 -2.74 1.97
C 5.28 -1.49 -0.69
C 4.81 -1.55 0.76
C 4.79 -2.98 1.33
C 3.86 -3.81 0.53
N 3.13 -4.44 -0.09
H 4.61 -2.04 -1.35
H 5.31 -0.46 -1.05
H 6.29 -1.91 -0.79
H 3.81 -1.11 0.83
H 5.47 -0.93 1.37
H 4.47 -2.95 2.36
H 5.79 -3.41 1.30
C 5.45 -8.31 1.10
C 6.47 -7.98 2.19
C 5.87 -7.15 3.32
C 5.37 -5.86 2.80
N 4.97 -4.85 2.39
H 5.08 -7.41 0.61
H 5.91 -8.93 0.32
H 4.60 -8.86 1.51
H 7.31 -7.45 1.74
H 6.86 -8.91 2.60
H 6.63 -6.95 4.08
H 5.05 -7.69 3.80
C -9.01 2.56 1.03
C -9.28 2.45 2.52
C -8.21 1.63 3.26
C -8.17 0.25 2.72
N -8.14 -0.82 2.30
H -9.03 1.58 0.54
H -9.78 3.18 0.55
H -8.04 3.02 0.84
H -10.26 2.00 2.68
H -9.32 3.45 2.96
H -8.44 1.59 4.32
H -7.23 2.08 3.14
C 2.08 1.26 4.25
C 1.05 1.71 3.23
C 0.04 0.62 2.86
C 0.75 -0.54 2.26
N 1.31 -1.44 1.80
H 2.69 0.44 3.86
H 2.75 2.07 4.50
H 1.60 0.91 5.17
H 1.57 2.06 2.33
H 0.50 2.57 3.63
H -0.68 1.00 2.13
H -0.51 0.28 3.74
C 1.79 6.16 3.53
C 2.96 6.58 2.66
C 3.46 5.45 1.76
C 3.93 4.31 2.58
N 4.28 3.42 3.22
H 2.06 5.36 4.22
H 1.44 7.01 4.14
H 0.95 5.82 2.93
H 3.77 6.93 3.30
H 2.66 7.43 2.03
H 4.29 5.80 1.14
H 2.67 5.11 1.09
C 1.87 6.09 -5.05
C 0.56 6.41 -5.77
C 0.77 6.97 -7.18
C 1.55 8.24 -7.11
N 2.15 9.22 -7.06
H 2.48 6.98 -4.90
H 1.67 5.66 -4.07
H 2.46 5.36 -5.62
H -0.01 7.13 -5.17
H -0.04 5.50 -5.84
H -0.19 7.18 -7.65
H 1.31 6.26 -7.80

Output
* SMILES: O=C(O)NCCCCC(F)(F)C(F)(F)S(F)(F)(F)(F)F.CCCC#N.CCCC#N.CCCC#N.CCCC#N.CCCC#N.CCCC#N.CCCC#N
* total energy: -88556.368 eV
* molar mass: 827.0 g/mol
* frontier orbital gap: 8.96 eV
* charge: 0

Results of the Mulliken charge analysis, in e, for atoms 1 through 8: number 1, O, carries -0.509; number 2, C, carries 0.586; number 3, O, carries -0.523; number 4, N, carries -0.206; number 5, C, carries -1.009; number 6, C, carries -0.027; number 7, C, carries -0.082; number 8, C, carries -0.949


No. 4
A 7-piece molecular cluster, C35H59N4O22 overall in a non-equilibrium geometry, computed with ωB97M-V/def2-TZVPD.

Cartesian coordinates (Å):
N 3.41 0.75 -1.42
C 4.22 1.06 -2.60
N 5.13 -0.09 -2.83
N 4.95 2.30 -2.27
C 3.40 1.33 -3.94
C 1.90 0.95 -3.73
C 1.48 -0.46 -3.97
C 0.08 -0.79 -3.74
C -0.92 0.19 -3.27
C -2.42 -0.20 -3.04
O -2.64 -0.98 -2.09
O -3.29 0.26 -3.85
C -0.45 1.54 -3.02
C 0.96 1.95 -3.26
C 1.13 3.47 -2.94
O 2.09 4.16 -2.77
N -0.27 3.91 -2.90
C -1.17 2.82 -2.48
O -2.16 2.98 -1.85
H 2.97 -0.17 -1.47
H 2.75 1.49 -1.18
H 4.51 -0.88 -3.09
H 5.51 -0.34 -1.91
H 5.44 2.13 -1.38
H 5.63 2.49 -3.01
H 3.44 2.41 -4.24
H 3.76 0.72 -4.82
H 2.27 -1.18 -4.30
H -0.24 -1.85 -3.94
H -0.57 4.10 -3.87
C -3.22 10.45 -4.11
C -1.92 10.20 -4.86
O -0.88 9.80 -3.96
C -0.90 8.52 -3.58
O -1.70 7.68 -3.93
O 0.11 8.32 -2.73
C 0.16 7.00 -2.17
H -3.06 11.16 -3.30
H -3.98 10.84 -4.78
H -3.59 9.53 -3.66
H -1.59 11.12 -5.34
H -2.05 9.46 -5.65
H 0.15 6.25 -2.96
H -0.67 6.85 -1.49
H 1.09 6.91 -1.62
C 2.85 -3.95 2.54
C 2.94 -2.61 1.84
O 2.27 -2.65 0.58
C 0.93 -2.52 0.64
O 0.28 -2.38 1.65
O 0.46 -2.61 -0.60
C -0.98 -2.56 -0.69
H 3.21 -4.75 1.89
H 3.45 -3.95 3.46
H 1.82 -4.19 2.80
H 3.99 -2.38 1.63
H 2.55 -1.81 2.47
H -1.38 -1.70 -0.17
H -1.41 -3.49 -0.28
H -1.25 -2.49 -1.74
C -1.45 -4.51 2.92
C -1.07 -5.88 3.46
O -0.88 -5.84 4.88
C -2.00 -5.87 5.62
O -3.12 -5.94 5.20
O -1.65 -5.79 6.91
C -2.75 -5.74 7.81
H -0.72 -3.77 3.23
H -1.50 -4.53 1.83
H -2.42 -4.20 3.30
H -0.12 -6.19 3.03
H -1.81 -6.64 3.19
H -3.45 -6.56 7.63
H -3.27 -4.78 7.71
H -2.36 -5.83 8.82
C 8.26 -3.73 7.06
C 8.50 -5.19 6.75
O 7.47 -6.01 7.31
C 6.33 -6.06 6.62
O 6.10 -5.49 5.59
O 5.47 -6.83 7.30
C 4.17 -6.91 6.70
H 8.14 -3.58 8.14
H 9.09 -3.12 6.71
H 7.35 -3.37 6.58
H 9.44 -5.51 7.20
H 8.58 -5.37 5.67
H 4.23 -7.20 5.65
H 3.65 -5.95 6.81
H 3.60 -7.67 7.24
C -3.11 7.57 0.59
C -3.63 8.54 -0.45
O -5.06 8.66 -0.36
C -5.51 9.46 0.61
O -4.84 10.08 1.39
O -6.85 9.43 0.57
C -7.47 10.19 1.61
H -3.63 6.61 0.52
H -2.04 7.41 0.46
H -3.28 7.95 1.60
H -3.41 8.16 -1.45
H -3.15 9.52 -0.37
H -7.09 11.22 1.63
H -7.32 9.71 2.57
H -8.54 10.23 1.40
C -4.83 -4.86 -4.45
C -3.54 -5.07 -5.23
O -2.47 -5.45 -4.35
C -2.45 -6.73 -3.98
O -3.23 -7.58 -4.32
O -1.41 -6.90 -3.14
C -1.31 -8.21 -2.60
H -4.67 -4.15 -3.64
H -5.61 -4.48 -5.10
H -5.17 -5.79 -4.00
H -3.25 -4.13 -5.70
H -3.67 -5.81 -6.02
H -1.32 -8.96 -3.39
H -2.13 -8.39 -1.90
H -0.37 -8.28 -2.07

Output
* total energy: -88259.782 eV
* molar mass: 887.9 g/mol
* frontier orbital gap: 7.02 eV
* charge: -1

Results of the Mulliken charge analysis, in e, for atoms 1 through 8: number 1, N, carries -0.592; number 2, C, carries 1.015; number 3, N, carries -0.793; number 4, N, carries -0.556; number 5, C, carries -1.736; number 6, C, carries 1.027; number 7, C, carries -0.751; number 8, C, carries -0.045


Q: Which of these has the lowest frontier orbital gap?
A: C35H59N4O22


Q: total energy of number 3 (C35H59F9N8O2S)?
A: -88556.368 eV